Density functional theory data (ωB97M-V with the def2-TZVPD basis set) for C27H41EuF9OP2 as an isolated structure.

<S²>: 12.21
Energy relative to the best compared isomer or geometry (same formula, charge and spin) in kcal per mole: 164.8
LUMO (alpha / beta) in eV: -4.10 / -3.90
HOMO energy (alpha / beta) in eV: -8.69 / -8.59

```
! RIJCOSX wB97M-V def2-TZVPD def2/J DEFGRID3
* xyz 1 7
H -3.240 3.086 0.635
C 1.747 -4.544 0.484
C 0.711 -3.074 2.374
C -2.409 -2.759 -2.534
H -1.099 -1.219 -3.249
H 1.426 0.078 -2.902
H -2.749 0.253 -4.041
H 5.857 0.890 1.799
H -5.233 -0.965 -2.929
H 4.642 1.517 4.082
H 0.298 1.769 -4.119
C 1.171 3.008 3.276
H 0.140 2.981 2.874
C -4.389 -0.280 -2.740
H 4.020 3.162 -1.509
C 3.168 2.208 0.230
C -1.220 1.634 -0.639
F 3.367 -1.983 0.109
O 0.760 -2.368 0.131
C 5.104 0.694 1.023
F 0.655 -1.801 2.891
H 2.583 2.170 -1.821
H 1.380 4.037 3.620
C 3.240 1.690 2.470
P -1.284 1.782 1.241
H 1.094 3.716 -0.825
C -3.757 -3.133 -1.917
F 3.002 -1.560 2.222
P 0.319 1.874 -1.686
H 4.127 1.374 -1.476
C -4.209 -2.518 -0.580
H -1.659 0.689 -0.990
C -1.613 -0.011 1.714
H -0.708 -0.461 2.072
H 1.777 -0.038 -1.157
H -3.579 -1.204 -4.470
F 2.014 -5.470 1.442
H -2.031 -0.601 0.883
H -1.359 1.718 -3.437
H -3.828 -3.081 0.297
C -3.022 2.370 1.432
F 2.717 -4.580 -0.469
Eu -1.493 -2.616 -0.426
H -3.714 -4.218 -1.773
C -3.182 -0.657 -3.604
H 0.193 -0.575 -1.745
C 3.501 2.237 -1.206
C -2.110 -1.491 -2.928
H -1.703 -3.607 -2.737
H -3.780 1.574 1.433
C 3.887 1.498 1.230
H -3.050 2.946 2.364
C 2.135 2.550 2.256
F 1.142 -3.881 3.363
H 1.199 2.345 4.153
C 1.507 -3.105 1.031
H 5.548 0.880 0.039
H -5.290 -2.722 -0.533
H 4.869 -0.377 1.065
C 2.938 -2.539 1.272
C 2.125 2.919 0.882
C 1.161 3.855 0.276
H -4.109 -0.741 0.679
C -3.903 -1.077 -0.345
H 3.783 0.025 3.658
C -4.059 -0.100 -1.306
H -1.864 2.473 -0.979
C -0.374 2.190 -3.348
H 2.938 1.304 4.535
C 3.675 1.111 3.753
H 1.435 4.905 0.449
F -0.635 -3.399 2.113
H -2.342 -0.056 2.550
H 0.155 3.700 0.699
F 3.865 -3.484 1.645
H -4.199 0.926 -0.964
H -4.561 -2.994 -2.652
H -4.746 0.697 -3.115
F 0.595 -4.972 -0.163
C 0.991 0.163 -1.900
H -0.459 3.260 -3.529
*
```

***

Density functional theory data (ωB97M-V with the def2-TZVPD basis set) for C27H41F6N10O7S2Sr as an isolated structure.

Energy relative to the best compared isomer or geometry (same formula, charge and spin) in kcal per mole: 14.1
LUMO in eV: 2.29
HOMO energy in eV: -5.97

```
! RIJCOSX wB97M-V def2-TZVPD def2/J DEFGRID3
* xyz -1 1
F 1.919 3.926 1.713
C -4.639 -3.424 -1.589
F 0.867 5.732 1.823
C -0.949 0.617 -6.429
C -1.114 -2.547 6.187
H -0.430 4.298 4.145
C -3.338 -4.039 -1.034
F -1.898 4.923 0.599
N -1.267 -1.258 -1.614
O -0.338 -2.378 2.511
H -1.472 -0.293 -6.729
C -1.611 3.608 -4.322
O -2.520 -2.507 3.739
F -2.730 3.308 1.796
H 2.369 -2.336 1.500
H -5.821 -1.737 -1.199
H -1.225 -3.074 8.243
H 5.294 -2.052 -0.455
N 3.525 -1.171 0.260
N 4.426 0.749 -0.516
H -1.902 -2.715 1.119
H -0.783 4.216 -3.958
F -2.139 5.160 2.775
H -4.892 -2.156 0.144
Sr 0.433 0.307 1.643
H 4.152 2.846 -1.006
C -1.800 -2.398 0.110
N -1.976 -2.259 -2.059
C 0.641 -2.228 7.754
H -5.457 -4.036 -1.244
H -0.893 2.602 3.722
H -2.102 -2.867 5.949
C -1.895 1.735 -6.001
C -1.785 4.265 1.799
H 1.220 -0.903 -4.429
H 0.786 2.092 -0.767
S 1.869 -0.446 4.368
N -0.220 0.392 -5.194
C -4.501 -3.205 -3.071
C 1.177 1.007 -2.546
C -0.400 3.610 1.979
C 5.551 0.037 0.118
H 1.612 -0.031 -5.970
C -0.230 3.476 3.500
C -0.618 -2.698 7.474
C 1.627 1.581 -1.228
C -0.156 1.659 -4.477
H 0.768 3.092 3.662
H -3.383 -4.414 0.037
C 0.842 -0.498 -5.356
O 2.106 -1.287 3.169
C 3.205 0.086 -0.226
H -4.166 -1.344 -1.123
N -1.219 -1.301 -0.257
H 2.069 0.681 -3.074
C -4.842 -2.093 -0.926
C 1.400 -1.677 6.755
H -4.088 -2.206 -3.271
H -0.242 0.862 -7.166
H 5.286 -1.859 1.243
H -2.997 -4.795 -1.704
O 1.080 0.738 3.920
H 2.365 2.357 -1.341
C 0.893 -1.464 5.453
H 0.471 -1.382 -5.811
O 3.022 -0.066 5.106
C -0.367 -1.990 5.143
H 2.415 -1.360 7.005
N 2.033 0.529 -0.300
H 6.426 0.019 -0.611
H 3.773 2.378 0.621
O -0.290 2.421 1.324
S -1.244 -1.881 3.540
H 1.012 -2.492 8.779
F 0.788 4.524 -0.033
C 4.441 2.155 -0.220
H 3.191 -3.213 0.165
N 0.387 1.956 -3.331
H -2.253 4.232 -5.028
C 4.920 -1.401 0.311
H 0.659 0.055 -2.385
N -2.267 -3.014 -0.997
C 2.618 -2.337 0.446
H 5.505 2.455 -0.088
H -2.208 2.354 -6.861
H 5.806 0.495 1.055
C 0.735 4.458 1.371
H -2.752 1.354 -5.516
H 1.721 -2.382 -0.215
O -1.399 -0.467 3.356
N -1.018 2.520 -5.115
H -2.189 3.117 -3.561
H -3.886 -4.010 -3.548
H -5.491 -3.291 -3.527
*
```

***

Density functional theory data (ωB97M-V with the def2-TZVPD basis set) for a 4-piece molecular cluster, C27H41N2O10 overall.

Energy relative to the best compared isomer or geometry (same formula, charge and spin) in kcal per mole: 267.6
LUMO in eV: -4.86
HOMO energy in eV: -11.59

```
! RIJCOSX wB97M-V def2-TZVPD def2/J DEFGRID3
* xyz 1 1
H -3.424 5.095 2.659
H 5.900 0.340 -3.528
H -1.388 -3.692 7.284
H 4.308 -1.161 -3.953
H -3.829 -3.435 4.203
C -2.137 4.141 1.207
C -3.360 -1.666 3.014
H -2.574 -2.227 2.498
H 0.368 -3.620 7.509
H -2.180 3.272 1.875
H 0.739 -4.633 5.331
H -2.060 2.625 -3.199
O -0.307 5.329 2.032
H -3.024 6.118 1.235
C -4.317 -2.568 3.749
H 7.731 0.135 -1.931
O -6.111 -1.439 0.946
C 3.289 -0.740 -3.563
C -0.454 -2.169 6.102
C -1.650 -2.159 -3.530
N -0.712 1.316 -2.080
O -2.552 -3.198 -6.398
C -5.318 -2.928 2.681
H -0.814 -5.412 5.801
C -1.420 5.872 2.606
H -0.584 5.077 0.009
O -0.454 1.191 0.335
H -0.137 -3.174 -2.163
O -1.359 -4.175 3.447
H -1.021 -1.434 6.680
C -0.701 4.505 0.936
C 0.657 -1.088 -2.623
C -2.710 0.263 -0.387
C 2.053 -1.775 -3.146
C -0.306 -4.464 5.606
C 7.934 2.242 -2.996
H 5.164 1.099 -1.911
H -2.650 0.741 -3.125
H -5.002 -3.803 2.106
H -1.196 1.281 -4.194
H -2.757 -2.369 -3.215
H -1.543 -1.124 -4.117
C -1.747 1.482 -3.154
C -0.984 -3.703 4.507
O -4.153 -0.990 2.039
H -4.818 -2.006 4.547
H -1.109 -1.861 -1.224
C -1.254 0.924 -0.736
O -1.088 -2.383 4.842
N 3.126 0.767 -3.449
C 6.337 2.644 -3.255
H 8.564 3.215 -2.750
H -3.398 1.096 0.106
H 0.554 -1.778 5.923
H 2.188 -2.944 -3.238
H -0.058 3.621 0.890
C 5.373 1.295 -3.054
O -1.398 6.686 3.514
H 9.236 1.185 -1.441
C 0.505 0.539 -2.508
C -5.281 -1.720 1.794
H 6.222 3.036 -4.368
C -0.598 -2.077 -2.255
H 7.478 1.675 -0.748
C -1.391 -2.713 -5.878
H 6.011 3.516 -2.544
H -0.698 -1.970 -6.478
C 8.068 1.226 -1.677
O 4.155 1.544 -3.840
H -2.894 -0.935 3.682
C -2.655 5.359 1.930
H -6.316 -3.079 3.100
H 1.784 2.638 -2.925
C 1.833 1.450 -2.958
H -2.698 3.898 0.301
O -1.102 -3.178 -4.483
C -0.433 -3.517 6.772
H 8.337 1.721 -3.966
H -2.565 -0.557 0.467
H -3.224 -0.298 -1.281
*
```

***

Density functional theory data (ωB97M-V with the def2-TZVPD basis set) for C27H42AlBBrF4IO20P as an isolated structure.

LUMO in eV: 1.74
HOMO energy in eV: -4.11

```
! RIJCOSX wB97M-V def2-TZVPD def2/J DEFGRID3
* xyz -1 1
H -0.136 0.335 -3.272
C 0.217 1.414 -0.674
H -5.410 -1.171 -0.946
H 8.371 -0.361 0.151
O 10.572 -0.863 2.009
O 4.757 -2.226 1.307
O 6.845 -1.390 1.118
H 1.506 0.006 -1.918
C 2.011 -0.347 0.175
H 8.904 -0.732 3.211
C -4.003 6.116 -2.917
H -4.318 0.342 1.446
C 5.647 -1.829 0.633
O 5.610 -1.750 -0.724
F -5.206 -0.852 -4.622
H 9.730 -2.443 4.681
C 10.791 -2.182 1.750
O -0.653 5.608 -3.043
H -5.066 1.430 0.239
O -2.670 6.614 -2.853
H 3.055 -0.084 0.497
C -0.272 -0.529 -3.961
O -3.082 1.117 -1.253
Al -1.506 0.355 -0.623
H 3.144 -2.427 6.027
F -6.074 1.360 -1.947
C 2.225 -1.935 5.707
C -2.917 -0.915 -2.539
H -3.948 4.629 -1.331
C -5.190 0.904 5.820
H -4.348 6.160 -3.954
H -6.615 0.508 -4.226
H 1.711 -1.537 6.587
O -2.730 -0.236 3.781
H -5.227 1.541 6.703
I -1.564 -0.715 1.788
C 10.452 -2.055 3.965
H -1.760 -4.664 -1.882
O 10.597 -2.941 2.860
F -6.715 -1.043 -2.984
H -4.671 6.713 -2.296
C -1.833 5.535 -2.908
Br 0.135 3.067 -1.812
C -5.123 -0.560 6.165
H 1.397 -0.310 1.091
H -4.566 4.019 -2.879
O 11.110 -2.613 0.689
H -3.786 -1.322 -0.190
O 0.705 -1.927 3.995
C 1.527 0.602 -0.981
H 0.354 1.827 0.361
C -3.603 -0.089 4.580
C -3.922 0.158 -1.918
H 0.235 -1.456 -3.626
H -3.635 0.873 -5.456
H 1.915 -3.559 4.297
O 2.508 -0.865 4.815
C 1.344 -2.835 4.883
O -2.677 -3.992 -3.899
O -3.984 1.114 5.094
P -2.120 -0.803 -4.266
H -3.237 -3.545 -4.559
C -5.903 -0.162 -3.673
O -2.522 4.377 -2.789
C -4.951 0.362 0.536
H 10.339 0.106 3.837
C 9.991 -0.782 3.312
C -2.555 0.724 -5.258
H 0.609 -3.369 5.485
C 7.714 -1.217 0.002
C 6.760 -1.018 -1.143
H 2.074 -1.390 -0.228
H -2.083 0.566 -6.268
H -4.598 -0.746 7.106
O 1.346 0.043 3.105
H 8.324 -2.117 -0.114
C -1.849 2.050 -4.698
H -5.980 0.035 0.861
O -2.383 -3.993 -1.563
C -4.509 -0.600 -0.622
B -2.912 -3.321 -2.675
O -1.783 -1.099 -1.720
H -1.868 1.961 -3.591
O -3.678 -2.149 -2.592
H -2.559 2.883 -4.944
H -0.844 2.216 -5.130
H 6.481 0.030 -1.279
H 0.171 -0.223 -4.948
C -3.856 4.703 -2.418
H 7.147 -1.405 -2.083
C -5.074 0.781 -2.744
F -4.618 1.904 -3.434
H 2.340 1.368 -1.124
H -6.039 1.143 5.174
C 1.500 -0.829 3.890
H 11.420 -1.946 4.460
O -4.356 -1.102 5.096
H -6.107 -1.025 6.210
*
```

***

These records have max |F| values of 4.0 2.8 9.7 4.5 eV Å⁻¹, in the order they appear.